Record 1
26
Properties=species:S:1:pos:R:3:forces:R:3 method="wB97M-V/def2-TZVPD" homo_lumo_gap_ev=6.916 e_lumo_ev=1.9327 e_above_lowest_kcal_mol=1.5 total_charge=-1
Tl 0.061910 0.539978 -1.010863 -0.064 0.187 -0.013
Cl -0.506775 0.207584 2.133773 0.145 -0.047 0.038
C -2.169482 -0.388966 2.183557 -0.015 -0.052 0.032
Cl -2.490901 -1.577663 0.904525 0.028 -0.011 0.021
H -2.844402 0.451080 2.048804 -0.039 -0.070 0.004
H -2.309812 -0.888984 3.134282 -0.051 0.035 0.000
O 3.650825 2.618837 1.185011 -0.152 -0.083 -0.102
Cl 2.655704 1.921502 0.425850 0.082 -0.112 -0.019
O 3.034083 1.831253 -0.968258 -0.005 0.022 0.170
O 2.481769 0.566951 0.947103 0.058 0.150 -0.024
O 1.369540 2.594235 0.520113 0.054 -0.066 -0.057
N 0.093992 -7.103326 -1.727654 -0.005 -0.045 -0.026
C 0.465604 -6.114812 -1.275316 0.023 0.132 0.064
C 0.933637 -4.880217 -0.703050 -0.028 -0.124 -0.033
C 1.994496 -4.869727 0.198223 0.028 -0.023 0.015
C 2.403010 -3.657513 0.714653 -0.015 -0.006 0.007
C 1.743815 -2.501491 0.313354 -0.011 0.028 -0.017
N 0.725742 -2.509429 -0.547624 0.018 -0.019 0.004
C 0.328978 -3.673540 -1.041126 -0.034 0.036 0.034
H 2.477648 -5.796450 0.478016 0.000 0.003 -0.001
H 3.220402 -3.596011 1.418667 0.008 0.010 0.001
H 2.045658 -1.529569 0.687100 0.011 -0.002 0.002
H -0.509330 -3.658148 -1.728426 0.007 0.000 -0.019
Se -4.703000 2.139765 1.002855 -0.018 0.025 0.023
C -3.192507 1.860004 0.065822 -0.077 0.014 -0.084
N -2.215125 1.645120 -0.529435 0.052 0.018 -0.021

---

Record 2
12
Properties=species:S:1:pos:R:3:forces:R:3 method="wB97M-V/def2-TZVPD" homo_lumo_gap_ev="4.492 / 4.484" e_lumo_ev="3.7803 / 3.7805" e_above_lowest_kcal_mol=24.7 total_charge=-1
C 1.906749 -0.715707 -0.180030 4.198 -1.428 -1.029
C 0.071508 0.814652 -0.646002 -0.477 -0.063 -0.657
C 0.462213 0.861565 0.797069 -0.044 0.339 -1.389
C 0.559779 -0.419010 0.007022 -0.820 -1.394 0.930
N 3.040032 -0.973733 -0.328515 -2.164 0.561 0.317
N -2.939384 -0.914082 0.391016 -0.513 -0.662 -0.779
O -3.700589 -1.643618 -0.313356 0.783 0.771 0.746
H -0.988171 0.785499 -0.882757 0.062 0.099 0.190
H 0.714906 1.213402 -1.394171 0.362 0.402 -0.416
H 1.365734 1.402091 1.064761 -0.290 -0.298 0.219
H -0.433564 0.930311 1.308303 -1.193 0.241 1.865
H -0.059213 -1.341371 0.176661 0.096 1.431 0.003

---

Record 3
30
Properties=species:S:1:pos:R:3:forces:R:3 method="wB97M-V/def2-TZVPD" homo_lumo_gap_ev=10.309 e_lumo_ev=0.6604 e_above_lowest_kcal_mol=101.7 smiles="C#C[C@](C)(C(C)C)[C@H](OC)C(N)=O"
C -1.010420 1.490216 2.463699 0.547 0.612 -0.866
C -0.751073 1.097242 1.356610 0.241 -0.361 1.173
C -0.437674 0.457252 0.100483 1.101 -0.855 -0.013
C -0.734890 1.472008 -0.968078 -0.872 3.011 -2.023
C -1.306043 -0.773504 -0.029643 0.944 -2.281 0.080
C -1.362181 -1.361482 -1.436666 3.017 -1.079 0.762
C -2.711900 -0.580213 0.395207 -1.966 -1.724 2.259
C 1.142817 -0.049626 0.037422 -2.437 -0.338 0.165
O 1.272699 -1.247676 0.726656 0.310 -0.505 -0.682
C 2.444240 -1.979087 0.328409 -0.636 0.768 0.245
C 2.053506 0.952912 0.612525 2.117 4.269 -0.069
N 2.215282 2.111111 -0.237375 -1.209 -2.917 0.536
O 2.632050 0.963407 1.690864 -0.979 -0.943 -1.104
H -0.998993 2.198163 3.243791 -0.333 -0.044 0.732
H -0.442802 2.460832 -0.542633 0.257 -0.570 -0.630
H -0.259742 1.399223 -2.020681 -0.550 -0.392 1.769
H -1.849098 1.722757 -1.169535 1.549 -1.160 0.468
H -0.829242 -1.635725 0.569471 -0.790 1.617 -0.518
H -1.948997 -0.840384 -2.138783 -0.565 0.844 -0.896
H -1.785247 -2.344660 -1.266802 -0.059 -0.285 -0.493
H -0.275622 -1.517333 -1.781912 -1.650 0.183 -0.050
H -3.150680 0.336111 -0.065399 0.051 -0.635 0.762
H -3.237899 -1.508366 -0.048732 0.220 1.605 0.919
H -2.814875 -0.681191 1.611013 -0.038 0.766 -3.177
H 1.249693 -0.168081 -1.046317 0.564 -0.088 0.018
H 2.345019 -2.915137 0.793611 0.262 -1.051 1.474
H 3.340935 -1.419857 0.636115 -0.120 -0.451 -0.404
H 2.399621 -2.339569 -0.695328 0.177 0.948 -0.756
H 1.887868 1.951280 -1.202422 0.857 0.929 0.857
H 2.923647 2.749377 0.084430 -0.008 0.126 -0.535